#i
Below is a 2-piece molecular cluster, CH2N2O2S overall, with properties calculated with ωB97M-V/def2-TZVPD.

Geometry (Å):
C  -1.79  -0.56  0.01
N  0.44  0.80  -0.67
N  0.92  0.06  0.20
O  0.88  -1.29  -0.12
O  1.35  0.33  1.34
S  -2.77  0.39  0.65
H  0.66  -1.53  -0.98
H  0.31  1.80  -0.42

For the HOMO energy, the calculation gives -0.3796 Eh. Its HOMO-LUMO gap is 10.2703 eV. As for the LUMO energy: -0.0593 eV.


#ii
Below is an isolated molecule of CH2N2O2S, with properties calculated with ωB97M-V/def2-TZVPD.

Geometry (Å):
O  2.81  1.14  -0.15
C  2.01  0.23  -0.10
N  1.52  -0.82  0.07
N  0.34  -1.46  -0.18
O  -0.69  -0.63  -0.71
S  -1.02  0.94  -0.13
H  -0.01  -1.93  0.78
H  -0.41  1.72  -1.12

For the HOMO energy, the calculation gives -0.3530 Eh. As for the SMILES: O=C=NNOS. Its HOMO-LUMO gap is 9.7666 eV. As for the LUMO energy: 0.1621 eV.


Energies in hartree, measured from the most stable structure: #i 0.0816; #ii 0.0000.


#i
Below is C6H5N as an isolated structure, with properties calculated with ωB97M-V/def2-TZVPD.

Geometry (Å):
C  -3.08  0.24  -0.03
C  -1.91  -0.08  -0.04
C  1.12  1.17  0.11
C  0.30  -1.39  0.09
C  -0.60  -0.43  0.09
C  2.00  0.09  0.06
N  1.72  -1.15  -0.10
H  -4.12  0.51  -0.37
H  0.52  1.68  1.04
H  0.07  -2.49  -0.04
H  0.96  1.53  -1.19
H  3.03  0.32  0.38

For the HOMO energy (alpha / beta), the calculation gives -0.3135 / -0.3133 Eh. Its HOMO-LUMO gap (alpha / beta) is 8.1762 / 8.1764 eV. As for the LUMO energy (alpha / beta): -0.3556 / -0.3502 eV.


#ii
Below is an isolated molecule of C6H5N, with properties calculated with ωB97M-V/def2-TZVPD.

Geometry (Å):
C  -1.62  0.09  -0.15
C  -2.46  0.85  -0.74
C  1.00  1.60  0.17
C  0.97  -0.62  -0.64
C  -0.86  -0.11  1.11
C  -0.44  -0.87  0.00
N  1.48  0.76  -0.60
H  1.12  2.56  0.58
H  1.80  -1.22  -0.04
H  1.04  -0.90  -1.75
H  -1.28  -0.29  2.08
H  -0.75  -1.86  -0.02

For the HOMO energy, the calculation gives -0.2843 Eh. Its HOMO-LUMO gap is 7.1632 eV. As for the LUMO energy: -0.5733 eV.


Energies in hartree, measured from the most stable structure: #i 0.0000; #ii 0.0649.


#i
Below is a 2-piece molecular cluster, C6H11NO4 overall, with properties calculated with ωB97M-V/def2-TZVPD.

Geometry (Å):
C  1.19  -1.80  0.85
C  0.49  -0.73  1.71
C  0.30  0.59  1.02
C  -0.03  0.56  -0.52
C  0.49  -0.77  -1.35
C  0.56  -2.04  -0.53
O  -0.33  -0.95  -2.43
O  0.55  1.44  -1.25
O  -2.96  4.14  1.09
N  -2.84  3.90  -0.11
O  -2.99  4.64  -1.06
H  2.23  -1.47  0.68
H  1.20  -2.76  1.37
H  -0.46  -1.12  2.08
H  1.12  -0.55  2.58
H  -0.50  1.17  1.49
H  1.22  1.18  1.12
H  -1.14  0.52  -0.61
H  1.51  -0.61  -1.71
H  1.22  -2.72  -1.09
H  -0.43  -2.52  -0.45
H  -0.41  -0.09  -2.89

For the HOMO energy (alpha / beta), the calculation gives -0.3518 / -0.3544 Eh. Its HOMO-LUMO gap (alpha / beta) is 8.2442 / 7.2877 eV. As for the LUMO energy (alpha / beta): -1.3294 / -2.3561 eV.


#ii
Below is a 2-piece molecular cluster, C6H11NO4 overall, with properties calculated with ωB97M-V/def2-TZVPD.

Geometry (Å):
C  2.26  -0.08  -0.49
C  1.51  -0.95  0.22
C  2.66  -0.31  -1.94
C  -1.96  -1.99  0.91
C  -1.61  2.35  1.29
C  -1.04  0.18  0.66
N  -1.13  0.26  -0.76
O  -1.57  -0.71  -1.40
O  -0.60  1.24  -1.24
O  -1.40  -0.89  1.32
O  -0.70  1.19  1.41
H  2.60  0.78  0.04
H  1.25  -1.89  -0.11
H  1.76  -0.83  -2.35
H  2.86  0.60  -2.53
H  3.54  -0.96  -1.89
H  -2.02  -2.85  1.60
H  1.39  -0.80  1.30
H  -2.30  -2.09  -0.04
H  -1.03  3.10  1.73
H  -2.51  2.06  2.00
H  -1.95  2.61  0.27

For the HOMO energy (alpha / beta), the calculation gives -0.3008 / -0.2952 Eh. Its HOMO-LUMO gap (alpha / beta) is 7.4306 / 7.9600 eV. As for the LUMO energy (alpha / beta): -0.7540 / -0.0718 eV.


Energies in hartree, measured from the most stable structure: #i 0.0000; #ii 0.0765.


#i
Below is a 2-piece molecular cluster, C7H16N overall, with properties calculated with ωB97M-V/def2-TZVPD.

Geometry (Å):
C  -2.17  1.83  2.26
C  -2.25  1.10  1.16
C  -1.60  1.50  -0.09
C  -1.87  0.91  -1.26
H  -1.58  2.74  2.28
H  -2.68  1.57  3.18
H  -2.85  0.20  1.11
H  -0.91  2.33  -0.03
H  -1.41  1.13  -2.21
H  -2.62  0.12  -1.25
C  2.33  -0.33  0.60
C  2.02  -1.17  -0.62
C  1.69  -2.62  -0.34
N  0.86  -0.52  -1.35
H  2.56  0.70  0.32
H  1.51  -0.34  1.32
H  3.20  -0.74  1.11
H  2.86  -1.13  -1.31
H  0.84  -2.74  0.33
H  2.58  -3.07  0.09
H  1.45  -3.13  -1.28
H  1.08  0.43  -1.66
H  0.56  -1.10  -2.14
H  0.03  -0.42  -0.75

For the HOMO energy, the calculation gives -0.4597 Eh. The total charge is +1. Its HOMO-LUMO gap is 9.2736 eV. As for the LUMO energy: -3.2351 eV.


#ii
Below is a 2-piece molecular cluster, C7H16N overall, with properties calculated with ωB97M-V/def2-TZVPD.

Geometry (Å):
C  0.55  0.01  -2.23
C  1.76  0.49  -1.23
C  1.92  -0.11  0.25
C  0.63  -0.47  1.00
C  -0.15  0.77  1.22
C  -0.69  1.36  2.29
C  -1.93  2.24  2.36
N  0.55  -1.43  -2.22
H  0.73  0.52  -3.26
H  -0.37  0.37  -1.79
H  1.65  1.62  -1.14
H  2.67  0.33  -1.87
H  2.63  -1.00  0.23
H  2.34  0.66  0.96
H  0.12  -1.29  0.37
H  1.00  -1.01  1.90
H  -3.45  -4.39  -1.05
H  -0.16  1.40  3.24
H  -1.72  3.34  1.95
H  -2.11  2.36  3.39
H  -2.79  1.75  1.93
H  -0.43  -1.77  -2.42
H  -3.87  -3.86  -0.94
H  1.13  -1.89  -2.96

For the HOMO energy, the calculation gives -0.4654 Eh. The total charge is +1. Its HOMO-LUMO gap is 5.3814 eV. As for the LUMO energy: -7.2824 eV.


Energies in hartree, measured from the most stable structure: #i 0.0000; #ii 0.1980.


#i
Below is a 2-piece molecular cluster, C7H16N overall, with properties calculated with ωB97M-V/def2-TZVPD.

Geometry (Å):
C  -0.75  1.97  -0.68
C  0.67  1.46  -0.44
C  1.01  0.88  0.94
C  0.12  -0.27  1.34
C  -0.06  -1.30  0.26
C  0.31  -2.57  0.34
C  0.30  -3.59  -0.72
N  -1.14  3.22  -0.06
H  -0.83  2.16  -1.75
H  -1.48  1.22  -0.33
H  0.77  0.63  -1.18
H  1.26  2.35  -0.69
H  1.12  1.69  1.71
H  2.04  0.51  0.92
H  -0.87  0.09  1.67
H  0.59  -0.70  2.23
H  -1.52  -1.74  -2.91
H  0.30  -3.05  1.33
H  0.96  -4.45  -0.68
H  -0.74  -3.94  -0.52
H  0.19  -3.09  -1.67
H  -1.25  4.05  -0.61
H  -1.42  -1.51  -3.60
H  -0.68  3.42  0.82

For the HOMO energy, the calculation gives -0.4507 Eh. The total charge is +1. Its HOMO-LUMO gap is 4.5604 eV. As for the LUMO energy: -7.7027 eV.


#ii
Below is an isolated ion of composition C7H16N and charge +1, with properties calculated with ωB97M-V/def2-TZVPD.

Geometry (Å):
C  -2.20  0.16  -1.41
C  -0.96  -0.25  -1.39
C  -0.05  0.12  -2.54
C  -0.25  -0.74  0.09
N  0.74  -1.87  -0.05
C  0.46  0.49  0.76
C  -0.54  1.56  1.24
C  1.29  0.04  2.01
H  -2.93  -0.07  -0.64
H  -2.41  0.90  -2.23
H  -0.52  -0.32  -3.51
H  0.02  1.25  -2.86
H  0.93  -0.26  -2.37
H  -1.07  -0.86  0.82
H  1.34  -1.74  0.77
H  1.13  -1.71  -0.91
H  0.40  -2.82  -0.07
H  1.03  0.98  -0.07
H  -0.02  2.38  1.58
H  -1.13  1.18  2.15
H  -1.27  1.76  0.50
H  1.72  0.88  2.67
H  0.75  -0.65  2.54
H  2.24  -0.39  1.77

For the HOMO energy, the calculation gives -0.4967 Eh. The total charge is +1. As for the SMILES: C=C(C)[C@@H]([NH3+])C(C)C. Its HOMO-LUMO gap is 10.1872 eV. As for the LUMO energy: -3.3288 eV.


Energies in hartree, measured from the most stable structure: #i 0.1469; #ii 0.0000.


#i
Below is an isolated molecule of C2H2Cl2O2, with properties calculated with ωB97M-V/def2-TZVPD.

Geometry (Å):
O  -1.56  -0.82  0.69
C  -1.32  -0.34  -0.39
O  -0.25  0.38  -0.67
C  0.82  0.38  0.27
Cl  1.54  -1.35  0.37
Cl  2.15  1.43  -0.32
H  -2.02  -0.52  -1.25
H  0.64  0.82  1.31

For the HOMO energy, the calculation gives -0.4078 Eh. As for the SMILES: O=COC(Cl)Cl. Its HOMO-LUMO gap is 11.6214 eV. As for the LUMO energy: 0.5259 eV.


#ii
Below is a 2-piece molecular cluster, C2H2Cl2O2 overall, with properties calculated with ωB97M-V/def2-TZVPD.

Geometry (Å):
Cl  0.46  1.58  -0.08
C  1.35  0.10  -0.29
Cl  0.47  -1.41  -0.99
H  1.61  -0.07  0.74
H  2.12  0.39  -0.91
O  -2.54  0.18  -0.43
C  -1.98  -0.18  0.51
O  -1.49  -0.58  1.46

For the HOMO energy, the calculation gives -0.4142 Eh. As for the SMILES: ClCCl.O=C=O. Its HOMO-LUMO gap is 11.8728 eV. As for the LUMO energy: 0.6015 eV.


#iii
Below is an isolated molecule of C2H2Cl2O2, with properties calculated with ωB97M-V/def2-TZVPD.

Geometry (Å):
O  -0.26  2.20  -0.39
O  -0.64  0.76  -0.25
C  -0.05  0.08  0.63
C  0.56  -1.47  -0.09
Cl  1.18  -2.71  1.02
Cl  -0.53  -2.04  -1.16
H  -0.87  2.58  -1.08
H  0.61  0.59  1.32

For the HOMO energy (alpha / beta), the calculation gives -0.3104 / -0.3073 Eh. As for the SMILES: OOC=C(Cl)Cl. Its HOMO-LUMO gap (alpha / beta) is 7.8507 / 7.7620 eV. As for the LUMO energy (alpha / beta): -0.5949 / -0.6012 eV.


Energies in hartree, measured from the most stable structure: #i 0.0389; #ii 0.0000; #iii 0.2684.


#i
Below is an isolated ion of composition H2N3O2S and charge -1, with properties calculated with ωB97M-V/def2-TZVPD.

Geometry (Å):
N  0.40  -0.05  -0.29
N  -0.73  -0.77  -1.29
O  -0.48  -1.92  -1.68
N  -1.62  0.05  -1.75
O  -2.44  -0.40  -2.60
S  -1.80  1.58  -1.11
H  0.39  -0.70  0.50
H  -0.08  0.81  -0.04

For the HOMO energy (alpha / beta), the calculation gives -0.1203 / -0.1203 Eh. The total charge is -1. As for the SMILES: NN([O-])[N+]([O-])=S. Its HOMO-LUMO gap (alpha / beta) is 7.2720 / 7.2735 eV. As for the LUMO energy (alpha / beta): 3.9989 / 3.9988 eV.


#ii
Below is a 2-piece molecular cluster, H2N3O2S overall, with properties calculated with ωB97M-V/def2-TZVPD.

Geometry (Å):
N  -1.09  -0.90  1.05
N  0.20  -0.86  1.70
N  0.76  0.71  -1.85
O  1.92  1.05  -2.05
O  1.08  -0.72  0.77
S  -0.35  1.58  -1.02
H  -0.91  -0.73  -0.01
H  -1.61  -0.14  1.41

For the HOMO energy, the calculation gives -0.0984 Eh. The total charge is -1. Its HOMO-LUMO gap is 6.1480 eV. As for the LUMO energy: 3.4715 eV.


Energies in hartree, measured from the most stable structure: #i 0.0167; #ii 0.0000.


#i
Below is a 2-piece molecular cluster, C2H2FNO overall, with properties calculated with ωB97M-V/def2-TZVPD.

Geometry (Å):
C  -0.12  -0.09  0.11
C  -1.39  -0.40  0.14
N  -2.96  0.95  0.26
O  -3.95  0.40  -0.01
F  -1.97  -1.58  0.06
H  0.64  -0.85  0.02
H  0.19  0.94  0.18

For the HOMO energy, the calculation gives -0.3285 Eh. Its HOMO-LUMO gap is 8.4664 eV. As for the LUMO energy: -0.4735 eV.


#ii
Below is C2H2FNO as an isolated structure, with properties calculated with ωB97M-V/def2-TZVPD.

Geometry (Å):
C  1.01  0.65  0.05
C  -0.88  0.10  0.00
N  0.33  -0.34  0.04
O  1.53  1.65  0.06
F  1.14  -1.90  0.06
H  -1.66  -0.39  0.73
H  -1.47  0.22  -0.93

For the HOMO energy (alpha / beta), the calculation gives -0.3819 / -0.3589 Eh. Its HOMO-LUMO gap (alpha / beta) is 9.4185 / 8.6834 eV. As for the LUMO energy (alpha / beta): -0.9725 / -1.0815 eV.


Energies in hartree, measured from the most stable structure: #i 0.0000; #ii 0.0221.